# 1
The following is a DFT calculation (the ωB97M-V functional and the def2-TZVPD basis) of an isolated ion of composition C5H11N4OS and charge +1.

E_tot ... -24196.0100 eV
Energy above the lowest of the compared OMol25 structures with the same formula, charge and spin ... 293.7 kJ/mol
E_HOMO ... -0.43634 Ha
Kohn-Sham gap ... 0.25521 Eh
Charge ... +1
SMILES ... N#CON/C(N)=[NH+]/CCCS

```
22
C5H11N4OS (the ωB97M-V functional and the def2-TZVPD basis)
N 2.38 -0.59 2.83
C 2.62 0.24 2.04
O 2.56 1.05 1.03
N 2.83 0.36 -0.20
C 1.60 -0.02 -0.78
N 1.65 -0.27 -2.04
N 0.44 -0.14 -0.10
C -0.44 1.07 -0.08
C -1.93 0.72 0.12
C -2.27 -0.74 -0.04
S -3.96 -1.06 0.58
H 3.34 -0.50 0.04
H 0.82 -0.47 -2.58
H 2.54 -0.30 -2.52
H 0.61 -0.49 0.84
H -0.15 1.72 0.73
H -0.28 1.61 -1.00
H -2.48 1.28 -0.62
H -2.27 1.10 1.07
H -2.25 -1.01 -1.08
H -1.62 -1.39 0.52
H -3.74 -2.19 1.26
```



# 2
The following is a DFT calculation (the ωB97M-V functional and the def2-TZVPD basis) of C5H11NNiP as an isolated structure.

E_tot ... -57182.3702 eV
⟨S²⟩ ... 2.0062
E_HOMO (spin up / spin down) ... 0.00548 / -0.11197 Ha
Spin multiplicity ... 3
Kohn-Sham gap (spin up / spin down) ... 0.14099 / 0.24897 Eh
Charge ... -1

```
19
C5H11NNiP (the ωB97M-V functional and the def2-TZVPD basis)
C 0.22 -0.08 -1.93
C -0.85 -0.94 -2.35
C -0.60 -2.26 -1.88
C 0.65 -2.28 -1.20
C 1.21 -0.93 -1.18
Ni 0.60 0.70 0.37
P -0.46 2.54 0.51
H 0.44 0.94 -2.29
H -1.70 -0.61 -2.95
H -1.30 -3.10 -1.97
H 2.27 -0.68 -1.03
H 1.15 -3.15 -0.79
H -1.52 2.67 1.46
H -0.97 3.15 -0.69
H 0.52 3.49 0.94
N -0.20 -0.49 1.75
H 0.49 -0.65 2.51
H -0.51 -1.40 1.40
H -1.02 -0.13 2.25
```